# 1
184
Properties=species:S:1:pos:R:3 method="wB97M-V/def2-TZVPD" relative_energy_kcal_mol=79.9 energy_ev=-81612.376 lumo_energy_ha=0.013 charge=0 e_homo_ev=-8.13
C 2.715 -5.999 2.486
C 3.723 -5.003 3.081
C 4.825 -4.740 2.054
C 3.103 -3.635 3.319
C 2.219 -3.489 4.566
C 3.008 -3.859 5.809
C 3.698 -5.207 5.696
C 4.804 -5.239 6.721
C 2.695 -6.345 5.943
N 4.339 -5.384 4.355
O 5.069 -6.579 4.237
H 1.791 -6.034 3.068
H 2.468 -5.677 1.474
H 3.085 -7.024 2.468
H 5.727 -4.213 2.367
H 5.175 -5.652 1.563
H 4.375 -4.133 1.263
H 3.929 -2.920 3.362
H 2.516 -3.321 2.451
H 1.876 -2.455 4.614
H 1.343 -4.131 4.438
H 2.287 -3.902 6.628
H 3.713 -3.038 5.951
H 5.293 -6.220 6.749
H 4.481 -5.101 7.754
H 5.654 -4.586 6.513
H 2.935 -7.303 5.476
H 1.694 -6.140 5.558
H 2.643 -6.565 7.012
H 5.999 -6.326 4.255
C -1.261 1.803 -1.368
C -1.623 0.347 -1.613
C -2.556 0.294 -2.842
C -0.250 -0.345 -2.120
C 0.656 -0.713 -0.938
C -0.123 -1.594 0.074
C -1.295 -0.856 0.623
C -1.973 -1.933 1.544
C -1.082 0.255 1.656
N -2.143 -0.418 -0.464
O -3.463 -0.087 -0.109
H -0.281 1.973 -0.916
H -1.276 2.472 -2.233
H -1.962 2.401 -0.767
H -3.637 0.367 -2.681
H -2.396 1.082 -3.577
H -2.491 -0.670 -3.352
H -0.465 -1.204 -2.756
H 0.337 0.337 -2.739
H 1.540 -1.259 -1.280
H 1.120 0.176 -0.506
H 0.620 -1.681 0.871
H -0.407 -2.529 -0.402
H -1.377 -2.450 2.290
H -2.484 -2.721 0.976
H -2.822 -1.401 1.981
H -2.043 0.731 1.856
H -0.600 1.057 1.073
H -0.470 0.113 2.542
H -3.399 0.805 0.273
C 1.887 1.581 -9.555
C 1.889 2.846 -8.664
C 3.194 3.575 -8.871
C 0.819 3.854 -9.158
C -0.643 3.542 -8.754
C -0.659 3.228 -7.227
C 0.368 2.217 -6.706
C 0.463 2.487 -5.202
C -0.093 0.796 -7.053
N 1.715 2.573 -7.209
O 2.674 1.654 -6.758
H 2.160 1.763 -10.592
H 2.592 0.883 -9.099
H 0.904 1.117 -9.503
H 3.314 4.296 -8.060
H 4.045 2.891 -8.972
H 3.350 4.117 -9.808
H 1.089 4.851 -8.811
H 0.720 3.845 -10.246
H -1.295 4.402 -8.891
H -1.056 2.641 -9.207
H -1.675 2.911 -6.965
H -0.606 4.154 -6.647
H 1.180 1.737 -4.848
H -0.441 2.064 -4.751
H 0.720 3.501 -4.924
H -0.855 0.437 -6.356
H 0.704 0.063 -6.901
H -0.451 0.770 -8.078
H 3.266 2.180 -6.209
C -3.777 -5.507 -1.723
C -3.778 -4.530 -2.900
C -4.843 -3.434 -2.860
C -2.413 -3.836 -3.070
C -1.271 -4.758 -3.508
C -1.581 -5.404 -4.841
C -2.982 -6.068 -4.858
C -3.441 -6.228 -6.323
C -2.808 -7.453 -4.209
N -4.038 -5.274 -4.160
O -5.229 -6.032 -4.087
H -2.993 -6.261 -1.781
H -3.705 -4.985 -0.765
H -4.713 -6.068 -1.693
H -5.835 -3.886 -2.839
H -4.697 -2.834 -1.958
H -4.788 -2.759 -3.713
H -2.521 -3.058 -3.825
H -2.096 -3.506 -2.079
H -0.408 -4.102 -3.658
H -0.936 -5.512 -2.792
H -0.876 -6.133 -5.241
H -1.557 -4.585 -5.570
H -4.349 -6.804 -6.525
H -2.709 -6.880 -6.806
H -3.573 -5.219 -6.711
H -1.987 -7.546 -3.490
H -2.458 -8.202 -4.934
H -3.636 -7.994 -3.750
H -5.712 -5.672 -4.840
C -1.740 4.833 5.229
C -2.590 3.598 5.465
C -2.528 2.606 4.285
C -2.053 2.875 6.714
C -2.963 1.888 7.444
C -4.331 2.474 7.609
C -4.898 3.157 6.371
C -5.360 2.093 5.347
C -6.126 3.947 6.869
N -3.931 4.137 5.858
O -4.482 4.856 4.764
H -0.693 4.728 5.531
H -1.794 5.123 4.180
H -1.998 5.674 5.875
H -3.052 3.088 3.450
H -1.511 2.577 3.882
H -2.879 1.584 4.376
H -1.095 2.406 6.483
H -1.842 3.674 7.436
H -2.858 0.930 6.910
H -2.567 1.481 8.381
H -4.280 3.224 8.406
H -5.071 1.778 8.014
H -4.717 1.217 5.369
H -5.672 2.386 4.346
H -6.330 1.800 5.767
H -6.908 3.292 7.253
H -6.630 4.515 6.084
H -5.788 4.686 7.596
H -4.367 5.775 5.024
C 3.283 0.839 1.592
O 4.456 1.508 1.223
C 5.080 2.332 2.207
C 6.119 3.231 1.434
C 6.800 4.003 2.539
N 5.410 4.182 0.605
H 3.416 0.273 2.526
H 2.978 0.151 0.807
H 2.474 1.532 1.859
H 4.422 2.968 2.810
H 5.524 1.638 2.930
H 6.798 2.494 1.006
H 7.620 4.641 2.192
H 7.319 3.379 3.269
H 6.080 4.684 2.998
H 5.054 4.886 1.234
H 4.665 3.687 0.128
C 3.208 6.319 2.877
O 2.445 5.311 2.220
C 1.729 5.931 1.141
C 0.571 5.022 0.789
C 0.024 5.425 -0.569
N -0.496 5.272 1.746
H 3.739 6.917 2.128
H 4.002 5.965 3.533
H 2.511 6.958 3.424
H 1.363 6.880 1.539
H 2.322 6.087 0.235
H 0.812 3.952 0.805
H 0.835 5.276 -1.285
H -0.306 6.465 -0.511
H -0.896 4.893 -0.820
H -1.300 4.686 1.574
H -0.150 5.228 2.695

---

# 2
234
Properties=species:S:1:pos:R:3 method="wB97M-V/def2-TZVPD" energy_ev=-120818.282 lumo_energy_ha=0.003 charge=0 e_homo_ev=-8.12
C -9.928 4.291 -23.228
C -9.323 5.237 -22.233
O -10.281 5.663 -21.289
H -9.453 4.443 -24.197
H -11.002 4.466 -23.287
H -9.756 3.267 -22.894
H -8.976 6.131 -22.751
H -8.423 4.846 -21.758
H -9.821 5.954 -20.497
C -12.400 3.374 -31.080
C -12.781 4.239 -29.898
O -12.784 5.608 -30.269
H -12.417 2.330 -30.768
H -11.338 3.553 -31.250
H -13.015 3.486 -31.973
H -12.083 4.175 -29.064
H -13.707 3.931 -29.411
H -13.157 6.154 -29.573
C -5.818 5.723 -22.108
C -5.755 4.420 -22.908
O -4.895 4.580 -23.981
H -6.224 5.653 -21.100
H -6.419 6.422 -22.689
H -4.794 6.084 -22.012
H -6.656 3.972 -23.327
H -5.337 3.668 -22.239
H -5.228 5.305 -24.513
C -3.870 1.243 -33.048
C -3.539 2.327 -33.944
O -4.554 2.268 -34.881
H -3.145 1.064 -32.255
H -3.948 0.315 -33.614
H -4.820 1.344 -32.523
H -2.651 2.056 -34.516
H -3.413 3.302 -33.471
H -4.636 3.111 -35.332
C -12.210 -0.144 -27.188
C -10.984 0.688 -26.726
O -11.125 1.970 -27.452
H -12.289 -1.073 -26.623
H -12.010 -0.502 -28.198
H -13.143 0.407 -27.310
H -10.015 0.211 -26.872
H -10.942 0.952 -25.669
H -10.480 1.902 -28.159
C -3.130 -3.217 -31.118
C -3.853 -3.373 -32.448
O -5.224 -3.942 -32.275
H -2.154 -2.733 -31.117
H -2.903 -4.154 -30.609
H -3.666 -2.590 -30.405
H -3.294 -4.114 -33.019
H -4.004 -2.449 -33.007
H -5.603 -3.881 -33.155
C -10.401 -2.929 -30.795
C -10.230 -3.435 -32.222
O -10.525 -2.414 -33.172
H -9.579 -2.281 -30.492
H -10.300 -3.636 -29.972
H -11.378 -2.468 -30.651
H -10.849 -4.316 -32.396
H -9.201 -3.726 -32.434
H -9.968 -2.601 -33.931
C -8.042 4.377 -35.032
C -9.215 4.099 -33.919
O -8.955 4.966 -32.889
H -7.820 5.411 -35.296
H -8.357 3.934 -35.978
H -7.123 4.006 -34.578
H -9.266 3.083 -33.528
H -10.212 4.433 -34.203
H -8.011 4.962 -32.717
C -3.999 0.843 -27.139
C -4.603 0.898 -28.545
O -5.421 2.020 -28.794
H -3.334 1.704 -27.079
H -3.326 0.023 -26.887
H -4.674 0.867 -26.283
H -5.171 -0.019 -28.706
H -3.879 0.889 -29.359
H -6.195 2.066 -28.228
C -8.149 0.646 -35.453
C -7.649 0.795 -36.965
O -8.606 0.012 -37.610
H -9.230 0.694 -35.322
H -7.702 1.355 -34.756
H -7.651 -0.242 -35.063
H -6.666 0.346 -37.105
H -7.654 1.797 -37.393
H -8.598 0.240 -38.542
C -10.451 -6.633 -28.990
O -9.183 -6.124 -28.651
C -8.269 -5.966 -29.736
C -7.062 -5.209 -29.355
N -6.087 -6.069 -28.651
C -5.020 -5.230 -28.087
C -3.967 -6.035 -27.240
O -3.109 -4.999 -26.895
C -2.068 -5.375 -25.958
H -10.966 -6.861 -28.057
H -10.332 -7.533 -29.593
H -10.986 -5.884 -29.574
H -8.710 -5.303 -30.481
H -8.005 -6.901 -30.231
H -7.321 -4.363 -28.719
H -6.537 -4.895 -30.257
H -6.497 -6.661 -27.943
H -5.534 -4.606 -27.356
H -4.490 -4.697 -28.876
H -3.282 -6.659 -27.814
H -4.374 -6.555 -26.373
H -1.458 -4.517 -25.677
H -1.465 -6.106 -26.496
H -2.470 -5.948 -25.123
C -6.715 -1.483 -30.927
O -7.599 -0.516 -30.362
C -8.082 0.329 -31.396
C -9.411 0.859 -30.937
N -9.309 1.379 -29.572
C -8.578 2.654 -29.632
C -8.506 3.262 -28.130
O -7.769 2.326 -27.284
C -7.859 2.613 -25.824
H -7.130 -1.977 -31.805
H -6.492 -2.262 -30.199
H -5.770 -1.106 -31.317
H -8.183 -0.279 -32.295
H -7.450 1.173 -31.673
H -10.139 0.050 -30.995
H -9.736 1.577 -31.690
H -8.782 0.745 -28.988
H -9.174 3.361 -30.209
H -7.619 2.398 -30.083
H -9.456 3.599 -27.716
H -8.005 4.230 -28.108
H -7.498 3.634 -25.707
H -7.277 1.874 -25.274
H -8.890 2.523 -25.482
C -13.504 -1.789 -37.295
O -12.368 -2.599 -37.326
C -11.286 -1.971 -36.658
C -10.199 -3.027 -36.517
N -9.014 -2.448 -35.834
C -8.014 -3.474 -35.926
C -6.797 -2.966 -35.178
O -5.884 -3.962 -34.771
C -5.363 -4.892 -35.705
H -14.293 -2.435 -37.678
H -13.497 -0.839 -37.829
H -13.849 -1.583 -36.282
H -11.653 -1.661 -35.680
H -10.827 -1.172 -37.241
H -10.036 -3.636 -37.406
H -10.526 -3.724 -35.746
H -8.793 -1.596 -36.329
H -7.759 -3.802 -36.934
H -8.339 -4.448 -35.560
H -7.217 -2.397 -34.348
H -6.260 -2.213 -35.756
H -6.131 -5.495 -36.189
H -4.688 -5.495 -35.097
H -4.795 -4.353 -36.463
C -16.152 1.955 -28.692
O -16.210 1.118 -29.818
C -15.390 -0.051 -29.635
C -15.710 -0.861 -30.927
N -14.934 -0.293 -32.034
C -13.493 -0.565 -32.019
C -12.886 -0.076 -33.374
O -13.150 1.257 -33.676
C -12.674 1.624 -34.983
H -15.176 2.190 -28.267
H -16.701 1.576 -27.829
H -16.604 2.918 -28.927
H -15.810 -0.488 -28.729
H -14.335 0.211 -29.556
H -16.784 -0.954 -31.086
H -15.376 -1.876 -30.710
H -14.999 0.706 -32.173
H -13.280 -1.599 -31.747
H -12.980 0.028 -31.262
H -13.309 -0.683 -34.175
H -11.813 -0.209 -33.512
H -11.605 1.490 -35.146
H -12.846 2.686 -35.157
H -13.212 1.089 -35.765
C -6.955 -8.938 -27.407
O -7.719 -7.831 -27.060
C -8.035 -7.669 -25.703
C -9.028 -6.555 -25.431
N -8.442 -5.275 -25.721
C -9.421 -4.191 -25.661
C -8.992 -2.976 -26.483
O -7.791 -2.441 -25.992
C -7.265 -1.453 -26.911
H -7.578 -9.830 -27.339
H -6.096 -9.174 -26.779
H -6.504 -8.759 -28.383
H -7.076 -7.431 -25.241
H -8.402 -8.612 -25.297
H -9.290 -6.476 -24.376
H -9.983 -6.719 -25.930
H -8.005 -5.437 -26.617
H -9.548 -3.904 -24.617
H -10.354 -4.585 -26.063
H -9.737 -2.208 -26.275
H -8.935 -3.251 -27.536
H -7.982 -0.926 -27.540
H -6.564 -2.009 -27.533
H -6.746 -0.683 -26.341
C -8.585 -0.176 -23.095
O -9.678 -0.295 -23.629
N -7.473 -0.539 -23.638
N -8.237 0.447 -21.954
H -6.647 -0.552 -23.057
H -7.574 -1.018 -24.521
H -8.881 0.948 -21.357
H -7.274 0.492 -21.653
C -9.143 6.644 -29.393
O -9.669 7.245 -28.464
N -7.864 6.822 -29.751
N -9.816 5.912 -30.254
H -7.254 7.418 -29.210
H -7.523 6.080 -30.345
H -9.407 5.512 -31.086
H -10.804 5.827 -30.063
C -5.392 4.729 -31.265
O -6.602 4.886 -31.239
N -4.559 3.967 -30.637
N -4.675 5.353 -32.181
H -4.876 3.267 -29.982
H -3.605 3.883 -30.960
H -3.699 5.114 -32.286
H -5.218 5.976 -32.761